{
  "formula": "C41H36BLaN9O3Te",
  "method": "ωB97M-V/def2-TZVPD",
  "de_lowest_kj_mol": 522.22,
  "total_energy_ha": -2626.78999,
  "spin_multiplicity": 2,
  "homo_lumo_gap_ev": [7.37, 4.94],
  "homo_energy_ev": [-7.791, -7.791],
  "symbols": ["C", "H", "C", "C", "H", "H", "C", "C", "N", "H", "H", "H", "H", "C", "C", "N", "C", "H", "H", "N", "C", "N", "N", "C", "H", "H", "C", "C", "H", "C", "C", "C", "H", "H", "C", "H", "C", "H", "C", "N", "O", "C", "C", "C", "H", "H", "N", "H", "H", "C", "C", "C", "C", "H", "H", "C", "C", "La", "H", "O", "O", "C", "N", "H", "C", "C", "H", "H", "C", "C", "H", "H", "H", "C", "C", "Te", "C", "H", "H", "N", "H", "C", "H", "C", "H", "C", "C", "H", "B", "H", "C", "C"],
  "xyz": [[1.312985, 1.260722, -6.020978], [-3.151561, -3.422547, 3.092085], [1.544514, -2.792505, -0.277950], [-3.616105, -0.283970, -1.707850], [-4.234083, 5.793597, -3.200887], [2.010578, 3.027775, 0.159063], [-4.381524, -5.361654, -0.162928], [1.951054, 0.664206, 6.526633], [0.344779, -2.278784, -0.365432], [-2.900656, -0.925276, -3.758956], [1.171304, -1.159622, 2.564649], [0.729166, 2.209625, 7.251802], [2.941702, 0.537800, -7.186539], [-3.845020, -4.111245, -0.251002], [-2.817641, -1.040778, -2.691018], [-2.584300, -5.159806, 1.278487], [-4.186702, 5.131142, -2.285037], [1.544416, 1.694379, 3.813810], [-4.337717, -3.285386, -0.698733], [-1.466247, -0.812995, 2.075528], [4.128067, 3.501228, -2.105012], [-2.522151, -1.851822, -0.660419], [-2.801784, -3.990559, 0.624279], [-3.487079, -6.025780, 0.740299], [2.866377, 4.745521, -0.865210], [-2.884873, 3.950691, -4.614469], [-1.859794, -0.414216, 3.288706], [3.817253, 1.133384, -1.957117], [4.498445, 4.475557, -2.453867], [3.230191, 0.051480, 6.549880], [-2.703993, -2.407061, 3.042274], [-2.227251, -2.057739, -1.967540], [-3.121551, -1.366536, 4.810217], [5.102442, -0.123749, 7.531168], [-1.716773, 2.388919, -1.295667], [2.650152, -1.758662, -6.509779], [2.925344, 1.219024, -0.924443], [2.307168, -4.768931, 0.648025], [1.531712, -3.974404, 0.474517], [1.572018, 0.164867, 0.924591], [-1.507795, 2.196080, -6.085515], [-1.512592, 2.485096, -3.596318], [2.607140, 2.681977, -0.558150], [1.742044, 1.753297, 7.342600], [-0.223102, -4.887093, 1.462473], [-1.477460, -2.754583, -2.280444], [-3.568404, -0.895380, -0.529169], [2.474650, 2.964681, 9.018124], [1.424187, 2.271817, -6.435635], [1.804767, -0.299942, 2.324761], [-0.932692, 2.022117, -2.374109], [-2.713523, -1.357711, 3.808433], [0.192143, -4.242076, 0.744245], [0.126694, 0.892370, 3.343570], [-4.192989, 0.622069, -1.886449], [0.139629, -0.361117, -4.682885], [-1.014118, 1.912153, -5.039685], [-0.480857, 0.348601, -0.204770], [2.843376, -0.458825, 2.671852], [0.158731, 1.322648, -2.207226], [3.608624, -0.592983, 0.386109], [-2.517939, 3.521920, -3.714253], [-0.527087, -3.153733, 0.273894], [0.856652, -2.260230, -4.688852], [4.485349, 2.234374, -2.500428], [3.980177, 1.510825, 8.301430], [-3.153264, 3.551981, -0.523175], [4.213215, 0.157085, -2.219981], [2.155632, 0.322436, -6.537982], [1.091365, 0.707153, 3.542872], [2.437353, -2.343945, -0.810434], [-3.481357, -7.049673, 1.105325], [-3.724139, 5.743393, -1.580857], [-2.771598, 3.302220, -1.420029], [2.726350, 2.140788, 8.277144], [0.807163, -0.602770, 5.402687], [0.232138, 0.913140, -5.156713], [-5.161272, 4.767921, -2.011120], [-5.268112, -5.769992, -0.659294], [-2.049623, -2.028673, 1.899915], [5.249188, 2.028465, -3.179491], [3.201721, 3.723097, -1.169095], [-1.916342, 0.520334, 3.726735], [4.176473, 0.407900, 7.532778], [4.853723, 1.939478, 8.801689], [-3.132780, 3.975389, -2.526987], [0.950111, -1.321210, -5.184143], [3.459763, -0.852088, 5.953014], [-1.996942, -2.668599, 0.578385], [-0.645583, -0.750480, -4.116496], [1.946872, -1.044998, -6.161685], [2.691478, 0.179405, 0.108159]],
  "forces_ev_per_a": [[-1.468, 1.164, -0.029], [0.346, 1.101, 0.009], [2.179, -0.211, -0.649], [0.696, -2.148, -1.001], [-0.291, -0.912, 0.798], [-2.809, 0.081, 3.331], [0.924, -1.422, 0.472], [2.970, -1.303, -0.153], [-1.671, 0.091, 0.273], [0.357, 0.102, -0.008], [0.570, -0.435, -0.534], [0.974, -0.072, 0.612], [1.070, 0.583, -1.017], [-0.720, -0.418, 1.078], [-1.407, 0.651, 1.038], [-0.800, -0.655, -1.426], [1.545, -0.939, -3.453], [0.209, -1.131, -0.139], [0.159, 0.586, -0.465], [-0.542, 0.651, 0.031], [2.003, 1.572, -2.082], [-0.992, 0.443, 1.247], [-1.485, 0.258, -1.107], [0.120, 1.153, 0.874], [0.609, -0.903, -0.384], [0.356, -0.151, -1.063], [-1.399, -1.086, -1.457], [1.084, -0.976, 0.279], [0.772, -0.951, -0.628], [0.476, -0.502, 1.796], [-0.689, -3.326, -4.021], [0.321, 1.830, -0.131], [-0.045, 0.320, -0.095], [0.565, -0.165, 0.135], [-2.142, 1.798, -1.077], [0.216, -0.823, -0.234], [-1.043, 5.130, 1.172], [-0.616, 1.456, -0.194], [0.024, -2.199, -0.346], [0.494, 1.500, 0.711], [-0.945, 0.712, -0.040], [-0.727, 0.650, -3.718], [1.794, -4.843, -2.383], [-1.099, 0.233, 0.760], [-0.666, -0.997, 0.182], [0.019, -0.418, 0.037], [2.575, 0.770, -0.012], [0.531, -0.962, -1.242], [-0.336, -0.241, 0.556], [-1.792, 1.615, 1.843], [0.811, 0.092, -0.287], [-0.202, 1.122, 4.750], [0.497, 3.330, -0.273], [-3.388, 0.647, -1.242], [-0.110, -0.483, 0.147], [-0.182, 0.540, -0.961], [2.419, -0.655, 2.108], [0.118, -2.192, 0.356], [-0.534, 0.005, -0.827], [-0.477, -0.031, -0.775], [0.504, 0.143, -0.915], [0.854, -1.575, 2.238], [1.224, 0.271, -0.487], [0.120, -0.993, -0.339], [-1.504, 0.200, 0.702], [-0.384, 1.201, 0.582], [-1.747, 1.100, 3.023], [-0.236, -0.071, -0.052], [-1.297, -3.063, 1.641], [3.927, -1.796, -0.200], [-1.386, -0.431, 0.981], [-0.116, 0.271, -0.134], [0.279, 1.013, 1.635], [2.925, -1.737, 0.685], [-0.653, 1.237, 0.242], [-1.254, 1.196, -1.987], [-0.575, 2.261, -0.544], [-0.257, -0.065, 0.165], [0.625, 0.258, 0.206], [0.421, 0.728, 1.147], [1.058, 0.009, -1.132], [-2.025, 1.007, 1.366], [1.190, 2.030, 0.248], [-0.443, -0.366, -2.348], [-0.661, -0.227, 0.525], [-1.321, 0.765, -1.150], [2.736, -0.654, -1.409], [-0.273, 0.833, 0.285], [0.674, -3.124, -1.026], [-1.175, 0.197, 1.275], [-0.768, 1.940, 1.433], [0.308, -1.199, 2.202]]
}